31
Properties=species:S:1:pos:R:3:forces:R:3:nbo_charge:R:1 method="wB97M-V/def2-TZVPD" relative_energy_kj_mol=503.2 e_homo_ev="-7.215 / -7.415" orbital_gap_ha="0.26264 / 0.27131" spin_multiplicity=1
Si 2.9244 0.4920 -0.1531 -1.9158 0.2471 2.0887 1.806
O 4.0645 1.5243 0.2796 1.6132 -1.5132 1.2632 -0.920
N 3.0878 -0.8839 0.8289 0.2081 0.1700 -1.2083 -1.074
C -4.8151 -0.7951 -0.1294 2.1593 -3.7228 0.7655 -0.189
C 2.3399 -2.8781 -0.4603 3.1085 -2.3304 3.3124 -0.607
C -2.5625 0.1570 -0.1662 -0.8308 -1.8758 0.0299 -0.053
C -5.2659 0.4488 0.0312 -0.2735 1.3872 -1.3456 -0.254
C -3.1016 1.4293 -0.1035 -2.3131 -0.8772 -0.3699 -0.210
C 2.1088 -1.9592 0.6911 1.2484 -1.7489 2.5288 -0.230
C -4.4738 1.5838 -0.0706 -0.0620 0.6069 1.6692 -0.188
C -1.1276 -0.0666 -0.1743 0.6423 0.8095 -0.5920 -0.365
C 4.2014 2.8808 0.0382 -2.6090 0.1848 0.5204 -0.227
C -0.3158 0.8815 0.2577 1.9782 1.9526 0.0254 -0.405
C -3.3898 -0.9893 -0.1658 -2.2507 2.8041 -0.0136 -0.204
H -4.9299 2.5727 0.1683 0.4280 -0.7569 -0.7655 0.210
H -5.5646 -1.6702 -0.0540 1.5087 1.4034 -0.3757 0.210
H 3.4642 -3.1534 -0.2496 -1.7329 0.3498 -1.2981 0.187
H 2.2160 -2.6001 1.6300 0.0228 0.6704 -1.0083 0.185
H 1.1359 -1.6176 0.8141 -1.7660 1.2383 -0.2762 0.228
H 2.8709 0.7206 -1.5231 -0.4199 -0.3771 -2.0095 -0.244
H -0.7936 -0.9304 -0.7390 0.1870 -0.3687 0.4972 0.199
H 4.0508 -1.2386 0.8463 -0.4477 0.1391 0.2445 0.399
H -0.7617 1.9365 0.5343 1.1565 -2.2715 -0.0648 0.163
H 4.7065 3.1409 -0.8382 1.1273 0.0752 -1.3603 0.179
H -2.5495 2.2978 -0.1441 1.4677 1.4954 -0.0381 0.206
H -2.9691 -1.9367 -0.1538 0.7778 -1.6436 -0.1333 0.202
H 3.1559 3.0983 -0.0828 -0.4213 1.7513 -0.3493 0.175
H 4.5474 3.4306 0.8857 0.5496 0.0585 0.6257 0.189
H 2.1711 -2.5147 -1.3967 -0.3219 1.0690 -2.6095 0.205
H -6.2852 0.4844 -0.1059 -2.4350 0.8547 0.4752 0.202
H 1.8600 -3.8454 -0.2948 -0.3835 0.2188 -0.2280 0.222


29
Properties=species:S:1:pos:R:3:forces:R:3:nbo_charge:R:1 method="wB97M-V/def2-TZVPD" relative_energy_kj_mol=361.0 e_homo_ev=-8.726 smiles=Cc1ccccc1.CC(C)C orbital_gap_ha=0.35304 spin_multiplicity=1
C 0.6717 -2.2969 -1.0018 0.3322 -1.4019 1.8515 -0.224
C 1.0399 1.5033 1.9601 -5.8564 0.9723 -7.6742 -0.186
C -1.2440 1.9264 0.2367 0.9956 -0.1660 0.3627 0.024
C 1.6805 -2.0598 -2.0784 2.6133 -0.1030 -0.3071 -0.622
C -1.1771 0.8133 1.1521 0.0243 4.1213 -3.5595 -0.243
C -0.0782 0.5878 1.8631 4.3518 0.8387 3.1235 -0.201
C 1.0411 2.4667 0.8608 -0.5431 -2.2095 2.5366 -0.192
C 1.1814 -3.2615 0.1285 -1.3561 -1.1606 1.4864 -0.620
C -0.0779 2.6693 0.0990 -0.9862 -1.2482 0.2309 -0.238
C -2.4675 2.4808 -0.5012 1.7761 2.5667 0.2870 -0.632
C -0.6801 -2.9484 -1.5837 1.3977 2.1587 4.8439 -0.591
H 1.7256 1.3664 2.6314 4.1542 -0.7363 3.4046 0.193
H 0.4811 -1.3389 -0.5001 -0.5714 -0.2596 -0.1467 0.206
H -0.1030 3.4416 -0.6135 0.3154 0.9382 -0.9201 0.200
H 1.8337 -4.0788 -0.1919 -1.0467 -0.7767 -1.0740 0.207
H 2.8214 -2.1997 -1.9696 -1.5816 0.5468 1.1235 0.210
H -2.5768 2.4119 -1.6098 0.7382 -0.0916 0.8312 0.228
H -3.3104 2.0671 -0.0989 -2.4535 -1.1334 1.0072 0.208
H -1.1427 -3.4121 -0.6543 -0.0516 0.6688 -1.5154 0.202
H -2.1024 0.4843 1.3128 -3.2744 -2.7399 0.7898 0.206
H 0.1205 -0.2431 2.5299 -1.0316 -0.2874 0.1366 0.212
H 1.5927 -1.1329 -2.6211 -0.4194 0.3056 -0.2064 0.213
H 1.8562 2.9834 0.4856 1.9177 1.2050 0.3516 0.205
H 0.1882 -3.6790 0.7442 2.9933 0.8931 -1.4311 0.192
H -1.1553 -2.0616 -1.8827 -1.5876 0.7031 -0.7461 0.209
H 1.9768 -2.9998 0.8527 -0.9075 1.5197 0.1230 0.216
H -2.4948 3.6166 -0.1839 -0.1195 -2.0832 -0.9356 0.216
H 1.5472 -2.8700 -2.7169 -0.4528 -1.2221 -1.9262 0.201
H -0.5964 -3.6414 -2.3255 0.6296 -1.8188 -2.0479 0.201


29
Properties=species:S:1:pos:R:3:forces:R:3:nbo_charge:R:1 method="wB97M-V/def2-TZVPD" relative_energy_kj_mol=411.2 e_homo_ev=-9.255 smiles=CC(C)(C)C.c1ccccc1 orbital_gap_ha=0.36794 spin_multiplicity=1
C -2.3039 -0.0850 -0.0584 -3.7784 1.7521 0.0482 -0.090
C 4.4721 -0.7373 -0.1859 -0.9409 0.6209 2.4959 -0.198
C 4.4124 0.7102 -0.0509 -1.7324 -4.7634 -1.2164 -0.224
C 2.0436 -0.6195 0.0081 2.3844 -0.5698 0.1743 -0.192
C -0.9248 -0.5021 -0.2043 0.7789 -2.5708 -3.1410 -0.622
C 1.9317 0.7501 0.0983 5.6909 -3.3140 -1.4407 -0.212
C 3.2154 -1.4222 -0.0480 1.5236 1.4206 -1.5263 -0.223
C 3.1809 1.3335 -0.0323 0.7660 2.6120 1.5524 -0.198
C -2.1494 1.4637 0.0933 -0.0523 1.4216 0.7003 -0.618
C -2.9456 -0.7162 1.2391 1.6855 0.8308 0.6646 -0.629
C -3.1959 -0.2955 -1.2961 -1.6383 1.1237 1.0230 -0.614
H -4.2238 0.2170 -0.9691 2.1329 -0.6410 -1.2036 0.205
H -0.3923 -0.3021 0.6771 0.9355 0.6909 0.9491 0.210
H -2.4601 0.0972 2.0667 -1.5882 -2.9745 -1.4599 0.205
H -3.0655 2.2193 0.1389 1.5615 -2.0383 -0.4364 0.223
H 5.3720 1.0707 0.0212 1.5910 2.0060 0.1423 0.212
H 5.4763 -1.2196 0.0837 -1.5935 0.4440 -1.1171 0.214
H -1.7231 1.4991 1.1320 0.1971 0.8243 -1.0173 0.197
H 3.2400 2.3810 0.2290 -0.0520 0.4863 -0.4552 0.199
H -3.5379 -1.3544 -1.3732 0.8734 0.5876 -0.7944 0.217
H 1.0927 1.2263 0.3174 -3.4447 2.1140 0.6271 0.213
H -4.1589 -0.7130 1.3254 3.2401 -0.2957 -0.3076 0.236
H -2.6777 0.2658 -2.1646 -1.3212 -1.4343 0.9068 0.217
H -1.3846 1.8185 -0.7011 -1.3485 -0.1739 1.4411 0.207
H 1.2220 -1.1632 0.1373 -3.2125 -2.1758 0.2977 0.191
H -0.7928 -1.6344 -0.3701 -0.4122 1.4469 0.0755 0.209
H -0.5712 0.0163 -1.1586 0.3448 -0.8011 1.5206 0.224
H -2.3212 -1.7724 1.2088 -2.4125 2.2565 1.0382 0.223
H 3.1696 -2.5318 -0.1636 -0.1782 1.1144 0.4589 0.218


29
Properties=species:S:1:pos:R:3:forces:R:3:nbo_charge:R:1 method="wB97M-V/def2-TZVPD" relative_energy_kj_mol=159.8 e_homo_ev=-9.101 smiles=Cc1ccccc1.CC(C)C orbital_gap_ha=0.37032 spin_multiplicity=1
C -0.7210 -2.3275 0.5595 1.0228 -1.4290 0.7050 -0.251
C 1.7547 2.9976 1.4700 -3.2635 0.3575 -1.2886 -0.584
C 1.2972 1.7739 0.6527 1.6785 0.1515 0.9788 -0.227
C 0.4431 -2.9543 -1.5132 0.1148 1.0161 1.9493 -0.251
C -0.4630 -2.1110 -2.1063 -0.4296 0.5624 -4.5859 -0.179
C -0.2116 1.7016 0.7167 -0.6239 -0.7318 -0.6119 -0.616
C -1.4718 -1.4003 -1.5042 1.8245 -1.4345 2.8572 -0.245
C 1.8696 1.7053 -0.7422 0.7105 1.6926 -0.6179 -0.605
C 0.3018 -2.9937 -0.1245 1.1742 -0.4715 0.3415 -0.178
C -2.8502 -1.0869 0.6123 2.2301 4.2983 -1.0119 -0.637
C -1.5990 -1.5087 -0.1154 -0.7460 -1.1142 0.4043 0.020
H 1.6117 2.5425 -1.4157 -0.6713 -0.2045 0.3273 0.197
H -0.8140 -2.6418 1.6358 -0.1541 0.9454 -1.0732 0.213
H -0.6993 1.2763 -0.1775 0.5450 -0.0223 0.0701 0.210
H -2.6931 -1.2408 1.6495 -0.7056 -0.9900 0.9198 0.224
H 1.6301 0.7947 -1.2324 -0.3682 -0.8871 -0.4471 0.213
H 1.3409 -3.3326 -1.9934 -0.5022 -0.2496 -0.1571 0.225
H -0.4421 -2.0064 -3.2513 0.2134 -0.1388 1.6938 0.203
H -3.6452 -1.5015 0.0375 -1.1601 -0.1022 0.4818 0.232
H -2.1205 -0.7612 -1.9605 -1.5704 1.4218 -1.7900 0.209
H 1.0694 -3.5235 0.4659 -0.6125 0.0608 -0.2728 0.205
H 1.8686 1.0040 1.2159 -1.0881 -0.4791 -0.3637 0.194
H 1.3478 3.9112 0.9737 -0.0205 -0.3669 0.8293 0.189
H -0.5405 1.0403 1.5205 -0.1425 0.4667 0.2922 0.214
H 2.9538 1.8174 -0.7743 0.2445 -0.3724 0.4894 0.205
H -2.8277 0.1133 0.6156 -0.6885 -2.3515 -0.4615 0.209
H 1.4760 2.8682 2.5089 -0.6250 0.3369 0.1377 0.205
H -0.6178 2.7142 0.7778 -0.1041 -0.1298 0.4277 0.207
H 2.7516 3.1300 1.4987 3.7179 0.1653 -0.2236 0.198


43
Properties=species:S:1:pos:R:3:forces:R:3:nbo_charge:R:1 method="wB97M-V/def2-TZVPD" relative_energy_kj_mol=405.5 s_squared=0.77 e_homo_ev="-14.939 / -14.901" charge=+2 orbital_gap_ha="0.14370 / 0.14868" spin_multiplicity=2
Rh 0.7786 -0.1125 -1.0267 -3.2252 -0.2148 3.6561 0.958
Ge 3.6277 2.6864 -2.2586 0.3664 -0.2211 -0.5548 1.152
Cl 5.6390 1.9721 -2.0630 -0.4317 0.3295 -0.0355 -0.308
Cl 3.2664 3.5961 -4.1630 0.1639 -0.1196 0.5080 -0.303
Cl 2.4521 0.6134 -2.4557 -0.4515 -0.1727 0.3661 -0.326
F -2.9200 -1.5371 0.5995 -0.5805 -0.2130 -1.2568 -0.568
F -1.6544 -0.1270 1.7507 0.5048 1.0835 -0.0003 -0.602
F -1.3153 -2.3089 1.9416 0.9554 -0.9832 0.1024 -0.569
F -3.1984 -1.3666 2.8822 -0.2373 -0.1748 0.1843 -0.499
N -0.4423 -2.0126 -0.8546 1.0569 1.3830 -0.3042 -0.504
N -1.4750 0.3262 -1.0778 1.8008 -0.4267 0.3344 -0.499
N 0.2879 1.2850 0.4999 0.9932 -0.9609 -1.8508 -0.374
N 1.0411 -1.0941 1.0292 -0.4360 0.8478 -1.5536 -0.501
C 0.8498 2.2531 2.5395 -0.1273 -0.1580 -0.2565 -0.199
C -1.4920 1.7861 -1.0095 -0.0503 0.8881 -0.1685 -0.269
C -0.0564 3.2691 2.2406 0.0097 -0.0955 -0.0802 -0.084
C 1.5269 -2.4004 0.6079 0.3288 -0.8646 -0.0339 -0.253
C -0.8538 3.2176 1.0995 0.0825 -0.2817 -0.0882 -0.197
C 0.6641 -2.9228 -0.6024 0.6420 -0.7663 0.0908 -0.252
C 1.7950 -0.0728 1.7529 0.6104 0.5534 0.4410 -0.270
C -0.6683 2.1613 0.2205 -0.4487 0.3058 -0.0802 0.229
C -1.8631 -0.4967 -2.2131 -0.4385 -0.4199 -0.7120 -0.252
C 0.9931 1.2215 1.6224 0.2320 -0.1162 0.4855 0.237
C -1.1642 -1.9050 -2.1130 -0.5326 -0.1309 -0.7964 -0.252
B -2.3435 -1.3649 1.8558 -0.3286 0.3968 0.6645 1.329
H 0.2938 -3.9296 -0.3622 -0.0033 0.1808 -0.1199 0.261
H 1.4397 -3.1173 1.4320 0.0856 0.1707 -0.0091 0.258
H -0.4705 -2.0437 -2.9521 -0.1151 0.0076 0.2339 0.231
H -1.5713 -0.0112 -3.1479 -0.0283 -0.0023 0.1265 0.233
H 2.7942 0.0452 1.3145 -0.1241 -0.0767 0.0886 0.240
H -1.1132 -2.0666 -0.0867 -0.0828 0.3654 0.3405 0.468
H 0.1500 -1.2259 1.5178 -0.4274 0.1281 -0.2657 0.470
H -2.5105 2.1831 -0.9107 0.1163 -0.1158 -0.0608 0.262
H 2.5798 -2.3373 0.3214 -0.1243 0.0203 0.0109 0.234
H -1.9282 -2.6901 -2.1790 0.1284 0.0560 0.0142 0.261
H 1.3986 2.2624 3.4684 0.0494 -0.0804 0.0640 0.266
H 1.9094 -0.3298 2.8130 0.0405 -0.0318 -0.1457 0.262
H -2.9513 -0.6318 -2.2247 0.1441 0.1012 0.0107 0.258
H -1.9316 -0.0272 -0.2329 0.2445 -0.2484 0.3178 0.470
H -1.0511 2.2037 -1.9232 -0.0819 -0.0263 0.1142 0.241
H -0.1857 4.0862 2.9352 -0.0030 0.0352 0.0579 0.264
H -1.6107 3.9640 0.9193 -0.1095 0.0415 -0.0269 0.266
H 1.2824 -2.9995 -1.5061 -0.1674 0.0066 0.1876 0.230


49
Properties=species:S:1:pos:R:3:forces:R:3:mulliken_charge:R:1 method="wB97M-V/def2-TZVPD" e_homo_ev=-4.521 orbital_gap_ha=0.06467 spin_multiplicity=1
Cs -4.5302 -5.1409 -3.0508 -2.3251 -0.7842 -3.2959 0.846
K 6.1126 -1.7067 0.8448 3.8059 -1.0563 2.1653 0.463
K 0.1765 -3.5422 0.1435 -6.0889 -5.9772 -1.7071 0.916
F -2.5560 1.1414 5.8382 0.0688 -0.0943 0.2472 -0.391
F -2.9888 -0.3152 4.1088 0.0158 -0.3269 -0.0623 -0.442
F -2.9660 -0.8549 0.1952 -0.3156 -0.1875 -0.1049 -0.319
F -3.0450 1.2680 -0.3027 -0.2410 -0.1144 -0.2530 -0.248
F -4.0270 1.7353 4.1828 -0.1836 -0.0064 -0.0454 -0.415
F -1.8394 0.5886 1.3523 -0.1579 -0.3583 -0.0263 -0.050
F 0.9735 0.2103 1.4782 -0.1382 -0.2024 -0.1113 0.101
F -1.7811 1.5956 3.7264 0.1866 -0.0807 0.1197 -0.264
O 0.1989 2.8362 -0.0471 1.2631 -0.6231 -0.6822 -0.787
O 4.7943 0.1378 0.4495 -0.4489 0.2338 -0.3791 -0.595
O -1.3636 3.4676 1.2488 0.4720 0.3266 0.4070 -0.553
O -2.9309 -4.9711 -1.4211 1.9506 0.2115 1.5435 -0.972
O -0.4795 -1.1336 -0.5058 1.0376 0.0729 0.0509 -0.401
O 0.7097 3.2834 2.0837 0.6712 -0.1553 -0.1659 -0.711
N 2.2960 0.2341 1.1567 0.5805 0.9970 0.9004 0.095
N -2.6475 -0.3879 -4.5018 0.1877 -0.2736 -0.0394 -0.451
C -3.3956 0.3901 -4.1166 -0.1261 0.2036 0.0799 0.411
C -4.3324 1.3884 -3.6290 -0.2290 0.2771 0.1942 -0.660
C -1.0759 0.1356 -0.7961 -0.8153 -0.1383 -0.2724 -0.126
C 0.8249 -1.3287 -1.0149 -0.7555 -1.4368 0.5559 -0.905
C 2.6455 1.3134 0.2319 0.6289 0.6830 -0.5253 -0.173
C 1.7224 -1.9711 0.1530 1.4092 1.6058 -0.4307 -1.576
C 4.1616 1.4256 0.2746 -0.0581 0.1929 -0.2511 -1.001
C -0.1246 3.2220 1.1478 -1.4121 -0.1034 -0.0906 0.906
C 2.7936 -1.0774 0.7177 0.2599 -1.4414 -0.1246 0.721
C 4.0095 -0.8816 -0.1862 -0.8961 0.7226 0.3575 -1.203
C -2.2555 0.2855 0.1358 0.5902 0.5568 0.7715 0.668
B -2.8370 1.0507 4.4648 0.0102 0.1902 -0.0817 0.499
H -4.3149 2.2757 -4.2580 0.0934 -0.0295 -0.0836 0.288
H -0.4321 0.9954 -0.6243 0.3287 0.2554 0.0656 0.054
H 0.7277 -2.0857 -1.8325 0.3573 0.4810 0.2365 0.646
H 2.1404 2.2243 0.5600 -0.6099 0.3885 0.0091 0.246
H -3.7156 -4.4598 -1.2367 0.8875 0.7552 1.9247 0.200
H 1.2567 -0.4524 -1.4656 0.1795 0.4295 0.0602 0.357
H 1.0795 -2.3882 0.9852 3.0416 3.5682 0.1530 0.844
H 4.6082 -1.8229 -0.2047 -2.4472 0.7680 -1.2872 0.764
H 2.3742 1.0868 -0.7812 -0.7544 -0.1871 -0.1196 0.192
H 3.7355 -0.5848 -1.1862 0.0621 -0.0828 -0.4984 0.470
H -1.4848 0.1217 -1.7981 0.1175 -0.0185 -0.4649 0.139
H -5.3481 0.9985 -3.6234 0.0154 -0.1096 -0.0330 0.258
H 4.5142 1.8292 -0.6620 -0.0596 0.2345 -0.4053 0.379
H 4.4708 2.1212 1.0371 0.3706 -0.2254 0.6410 0.450
H -4.0825 1.6912 -2.6125 0.1011 -0.0769 0.0167 0.193
H 2.2661 -2.8523 -0.3092 -0.0658 0.9263 0.6610 0.333
H 3.1810 -1.5752 1.6119 -0.0787 0.0094 0.2715 0.374
H 2.7804 0.4794 2.0375 -0.4859 0.0003 0.1090 0.430